This record from the OMol25 dataset describes a structure of composition C5H6O. The level of theory is ωB97M-V/def2-TZVPD.

The geometry in ORCA input format:
```
! RIJCOSX wB97M-V def2-TZVPD def2/J DEFGRID3
* xyz 0 1
C -0.800 0.383 0.204
C -0.892 -1.194 -0.068
C 0.576 -1.608 -0.025
C 0.778 -0.280 0.155
C 1.782 0.713 0.293
O 1.368 1.884 0.395
H -1.265 0.622 1.164
H 0.101 1.315 0.303
H -1.290 0.929 -0.612
H -1.338 -1.381 -1.045
H -1.510 -1.674 0.691
H 2.848 0.456 0.310
*
```

The HOMO-LUMO gap is 8.62 eV. Its maximum force is 0.87 eV/Å. The value obtained for the energy above the lowest of the compared OMol25 structures with the same formula, charge and spin is 580.3 kJ/mol. As for the highest occupied orbital energy: -8.63 eV.

=====

This record from the OMol25 dataset describes the ion C7H14NS with charge +1. The level of theory is ωB97M-V/def2-TZVPD.

The geometry in ORCA input format:
```
! RIJCOSX wB97M-V def2-TZVPD def2/J DEFGRID3
* xyz 1 1
C -3.851 -0.494 -0.425
C -2.805 -0.786 0.129
C -1.408 -1.041 0.661
C -0.575 0.090 -0.229
S -1.284 1.721 0.380
N 0.952 0.081 -0.074
C 1.459 1.076 -1.044
C 1.259 0.424 1.359
C 1.526 -1.275 -0.276
H -4.781 -0.157 -0.688
H -0.941 -2.070 0.433
H -1.235 -0.987 1.773
H -0.718 0.044 -1.243
H -1.499 2.235 -0.900
H 1.382 0.872 -2.215
H 0.976 2.075 -0.912
H 2.535 1.220 -0.862
H 1.000 -0.411 2.104
H 2.380 0.625 1.488
H 0.834 1.472 1.612
H 0.793 -2.060 0.107
H 1.460 -1.474 -1.339
H 2.543 -1.180 0.160
*
```

The HOMO-LUMO gap is 10.17 eV. Its maximum force is 4.57 eV/Å. The value obtained for the energy above the lowest of the compared OMol25 structures with the same formula, charge and spin is 309.0 kJ/mol. As for the highest occupied orbital energy: -13.00 eV.

=====

> Among the records above, which one has the lowest maximum force?

C5H6O

=====

> Look up the maximum force of the first one.

0.87 eV/Å

=====

> Which of these has the lowest maximum force?

C5H6O

=====

> What is the maximum force in the first record?

0.87 eV/Å